Record 1
Here is a 11-piece molecular cluster, C5H30NO12 overall in a non-equilibrium geometry from the Open Molecules 2025 dataset. Energies are from ωB97M-V/def2-TZVPD.

Computed properties:
E_LUMO	2.62	eV
net charge	-1

Last column: Mulliken charge in e.
Element x y z (Å)
O 2.35850 -0.14011 -1.84122  -0.732
C 1.43255 0.63768 -1.61068  0.230
N 1.04838 0.63009 -0.29950  0.549
C 1.50581 -0.28631 0.79169  -1.162
O 0.60668 -1.29267 0.93754  -0.493
C 0.70999 1.52817 -2.62906  -0.376
C -0.36008 2.50266 -2.08853  -0.278
C -1.75578 2.06082 -2.48673  -1.274
H 0.26057 1.20000 -0.01766  0.075
H 2.55674 -0.64857 0.57546  0.168
H 1.38209 0.43531 1.61673  0.460
H 1.63835 2.11999 -2.86140  0.182
H 0.33928 1.15374 -3.58546  0.559
H -0.13126 3.40870 -2.57709  0.342
H -0.34833 2.49338 -0.97732  0.107
H -2.55796 2.75542 -2.10267  0.343
H -1.93489 1.92142 -3.55840  0.404
H -2.08764 1.12211 -2.08116  0.275
H -0.97403 -1.34443 0.28273  0.237
H -1.82155 -1.78470 -0.77861  0.333
O -1.93749 -1.26973 0.03316  -0.716
H 2.14369 -2.94202 1.79523  0.276
H 1.43277 -2.64121 0.47064  0.362
O 2.06298 -3.31247 0.91121  -0.755
H 1.29348 -1.79786 -4.15551  0.353
H 0.08137 -1.08897 -3.51302  0.317
O 0.33022 -1.73488 -4.17857  -0.668
H -2.17710 -0.65357 3.04730  0.323
H -1.91190 -2.07872 3.58299  0.377
O -2.50735 -1.32692 3.69869  -0.726
H 3.30436 2.27716 1.62417  0.312
H 2.22055 3.27816 1.47737  0.316
O 3.14076 3.12281 1.18246  -0.635
H 0.51483 -3.48881 2.63061  0.372
H -0.11103 -2.11624 2.40690  0.252
O -0.05528 -2.84521 3.06424  -0.756
H -2.31180 2.04417 2.10977  0.353
H -2.27588 2.72788 0.78648  0.301
O -2.15534 2.91893 1.72478  -0.674
H -4.24096 -0.50481 1.89931  0.298
H -2.94794 -0.38832 0.96056  0.388
O -3.80822 0.01672 1.21988  -0.657
H -0.44059 0.50983 3.21727  0.381
H -0.30929 -0.35761 2.06820  0.079
O -0.95067 0.33690 2.40966  -0.475
H 3.03477 -2.92915 -1.27148  0.320
H 3.39610 -1.65466 -1.77610  0.397
O 3.31753 -2.57410 -2.13484  -0.662



Record 2
Here is C32H82F6NO17S2V as an isolated structure in a non-equilibrium geometry from the Open Molecules 2025 dataset. Energies are from ωB97M-V/def2-TZVPD.

Computed properties:
E_LUMO	-3.63	eV

Last column: Mulliken charge in e.
Element x y z (Å)
O -1.48887 -3.38525 1.11761  -0.524
V -1.79239 -2.47789 -0.15733  1.275
O -1.34950 -3.36595 -1.39838  -0.623
C -1.56592 0.05494 -2.61800  0.220
F -0.86961 -0.95068 -3.11604  -0.068
F -1.61934 1.07734 -3.42084  -0.118
F -2.78299 -0.34037 -2.26833  -0.271
S -0.63920 0.59353 -1.02406  0.393
O 0.47601 1.39201 -1.43540  -0.481
O -1.63781 1.30869 -0.25639  -0.976
N -0.38951 -0.94340 -0.19831  1.449
S 1.12311 -0.65418 0.38610  -0.395
O 2.15753 -0.69416 -0.61972  -0.168
O 1.18449 0.49467 1.26134  0.070
C 1.58330 -2.07764 1.51098  -0.020
F 0.79987 -2.18997 2.56736  -0.027
F 1.53422 -3.21978 0.83447  -0.023
F 2.79197 -1.87322 1.95225  -0.236
O 5.23397 -2.43125 3.25842  -0.528
H 6.17839 -2.28197 3.38278  0.253
H 4.88163 -2.52739 4.15321  0.294
C -0.94999 4.80489 -1.80851  -1.045
C 0.56024 4.92636 -1.88501  1.122
C 1.11506 4.39695 -3.20769  -1.329
O 0.92872 6.30739 -1.75374  -0.614
H -1.31295 5.30609 -0.90024  0.410
H -1.37038 3.80904 -1.65862  -0.026
H -1.48216 5.38438 -2.56976  0.426
H 1.02558 4.39480 -1.05597  -0.240
H 0.54636 3.52033 -3.51789  0.150
H 2.17128 4.12276 -3.13906  0.324
H 1.17089 5.19856 -3.94751  0.424
H 0.33972 6.80398 -2.33233  0.383
C 1.84345 -5.63886 3.13823  -0.963
C 1.99711 -7.04987 2.59164  0.311
C 3.44516 -7.41422 2.31252  -1.157
O 1.48714 -7.93119 3.62884  -0.585
H 0.87941 -5.28177 3.49163  0.418
H 2.13970 -4.89740 2.38650  -0.082
H 2.61845 -5.45586 3.89129  0.401
H 1.35130 -7.23772 1.73528  0.343
H 3.83971 -8.12952 3.03312  0.333
H 4.09750 -6.55903 2.14180  0.294
H 3.47682 -8.01231 1.39452  0.299
H 2.01147 -7.73624 4.41337  0.359
C 6.17783 -0.67494 -0.40720  -1.040
C 6.08647 -0.07763 -1.81573  0.579
C 6.29452 -1.13896 -2.88774  -1.233
O 4.83954 0.56511 -2.03704  -0.521
H 5.92011 0.06319 0.34875  0.161
H 7.23603 -0.93826 -0.29637  0.452
H 5.62355 -1.60396 -0.27537  0.200
H 6.83970 0.70332 -1.93000  0.233
H 6.33775 -0.72151 -3.89592  0.334
H 5.41913 -1.79577 -2.91064  0.206
H 7.20637 -1.71720 -2.73415  0.385
H 4.16682 -0.04000 -2.36078  0.239
C 0.82776 4.92729 4.20946  -1.367
C -0.13755 4.95626 3.04414  0.565
C 0.37070 3.91485 2.00572  -0.815
O -1.43766 4.59111 3.46493  -0.583
H 0.71070 5.83016 4.81379  0.378
H 1.86442 4.81025 3.89244  0.384
H 0.60394 4.06550 4.84193  0.207
H -0.13556 5.92938 2.53716  0.242
H 0.47644 2.89801 2.39273  0.010
H 1.34220 4.22995 1.61768  0.678
H -0.31083 3.84993 1.15285  -0.072
H -1.78488 3.86596 2.91246  0.230
C -4.47145 4.35569 -5.43456  -1.539
C -4.44068 2.89382 -5.07712  0.742
C -4.48564 2.72874 -3.54868  -0.628
O -5.55879 2.20835 -5.63506  -0.606
H -3.54465 4.89076 -5.21126  0.324
H -5.31492 4.90950 -5.01605  0.354
H -4.54863 4.58897 -6.50389  0.410
H -3.51621 2.46847 -5.48387  0.108
H -3.82819 3.39948 -2.99628  0.164
H -4.30101 1.69154 -3.25480  -0.117
H -5.51169 2.89384 -3.21107  0.464
H -5.24023 1.30441 -5.71683  0.316
C -3.72486 -3.30487 -5.68841  -1.532
C -3.95112 -2.45975 -4.44789  1.712
C -4.56814 -1.12914 -4.84923  -1.704
O -4.86214 -3.15378 -3.59710  -0.644
H -3.11112 -4.18073 -5.45425  0.395
H -3.20970 -2.77617 -6.49196  0.372
H -4.67184 -3.67565 -6.08135  0.381
H -3.01704 -2.29013 -3.90498  -0.718
H -5.40600 -1.29318 -5.53435  0.574
H -3.80839 -0.45346 -5.23747  0.383
H -5.14447 -0.67087 -4.03811  0.446
H -4.58776 -4.06890 -3.48255  0.362
C 2.82266 1.96243 5.18645  -1.266
C 3.02078 1.03055 3.99896  2.174
C 3.88824 1.68512 2.92047  -1.411
O 3.54718 -0.20081 4.44608  -0.684
H 2.32082 1.45079 6.01322  0.388
H 2.28387 2.88616 4.98607  -0.162
H 3.80430 2.21131 5.60844  0.438
H 1.99353 0.90215 3.62592  -0.829
H 3.62018 2.72572 2.74396  0.336
H 3.66432 1.23725 1.94222  0.172
H 4.94740 1.47060 3.06733  0.470
H 4.05547 -0.56846 3.71140  0.358
C 1.81549 -3.39163 -2.70099  -0.907
C 1.21019 -4.74799 -3.06953  0.418
C 0.04344 -4.55717 -4.04066  -0.890
O 2.21323 -5.50594 -3.73243  -0.581
H 1.03554 -2.64787 -2.56169  -0.061
H 2.46657 -3.12180 -3.53912  0.490
H 2.50705 -3.49332 -1.86525  0.274
H 0.95876 -5.21813 -2.11046  0.188
H -0.32230 -5.48817 -4.48161  0.491
H 0.36937 -3.94042 -4.87958  0.289
H -0.79744 -4.09240 -3.52413  -0.058
H 1.88223 -6.39283 -3.89859  0.316
C -1.04588 -1.72492 5.05014  -1.384
C -1.83915 -0.54784 4.48529  0.728
C -1.51987 0.73213 5.30639  -1.423
O -1.64556 -0.20030 3.09828  0.118
H -1.36623 -1.80660 6.08600  0.499
H 0.02324 -1.52952 4.98640  0.125
H -1.32019 -2.60648 4.46922  0.307
H -2.91166 -0.70213 4.64833  0.205
H -2.03213 0.72016 6.27023  0.484
H -1.98040 1.56906 4.77078  0.328
H -0.45579 0.94497 5.40507  0.150
H -1.50896 0.74838 3.07728  -0.188
C -4.77181 2.32569 3.26223  -1.571
C -4.06225 2.31719 1.93482  0.922
C -4.51691 3.42131 0.98704  -1.303
O -2.65515 2.51403 2.15856  0.936
H -4.69786 3.24087 3.85156  0.299
H -4.29765 1.58127 3.91113  0.231
H -5.80041 2.00681 3.08823  0.464
H -4.29122 1.32620 1.52463  0.179
H -4.20490 4.39045 1.36684  0.237
H -5.60048 3.34130 0.85138  0.477
H -4.11731 3.24176 -0.01408  0.186
H -2.18414 1.99250 1.49763  -0.277



Record 3
Here is C46H38Cl3HgN8O3S as an isolated structure from the Open Molecules 2025 dataset. Energies are from ωB97M-V/def2-TZVPD.

Computed properties:
E_LUMO (alpha / beta)	3.75 / 3.75	eV
⟨S²⟩	0.796
net charge	-2
2S+1	2

Last column: Mulliken charge in e.
Element x y z (Å)
Hg -0.43245 0.32006 -0.77492  3.086
O 0.94907 -1.21419 -2.46788  -0.181
C 2.28379 -1.59264 -2.14831  3.107
C 2.83569 -0.65832 -1.03836  -1.278
C 2.38775 -0.89337 0.38736  -0.647
C 3.35473 -1.27233 1.30655  -0.807
C 3.02976 -1.39605 2.64316  -1.398
C 1.71970 -1.17058 3.01747  -0.782
C 0.77024 -0.85015 2.06187  0.420
C -0.67155 -0.80904 2.49212  -2.084
C -1.35730 0.53180 2.81143  2.697
O -2.66868 -0.38248 0.57883  -0.842
C -0.41114 1.68984 3.15255  0.026
C 0.56184 2.18023 2.28278  0.614
C 1.38141 3.24509 2.62746  -1.115
C 1.24723 3.86449 3.85776  -0.831
C 0.30027 3.38007 4.74813  -0.778
C -0.50262 2.30281 4.40565  -1.132
C -2.48630 0.42809 3.78333  -1.526
C -2.75116 -0.55728 4.70008  0.058
C -3.85690 -0.51130 5.55768  -1.382
C -4.72787 0.59958 5.47215  -0.198
C -4.55108 1.60160 4.56979  -1.465
C -3.44680 1.56994 3.56096  1.277
N 1.11047 -0.68471 0.76274  1.540
C 3.02312 -1.40039 -3.46447  -0.856
C 2.48062 -2.01735 -4.59313  -0.117
C 3.04246 -1.83128 -5.84341  -1.115
C 4.15192 -1.00870 -5.99773  -0.484
C 4.69829 -0.39327 -4.88507  -1.056
C 4.13863 -0.58914 -3.62777  -0.314
C 2.21991 -3.05602 -1.63570  0.363
C 2.94328 -4.16114 -2.31409  -1.016
C 2.94320 -5.37363 -1.68973  -0.641
C 2.25731 -5.73571 -0.49898  -0.889
C 1.15070 -5.11106 0.13028  -0.837
C 0.37583 -4.05206 -0.26372  -1.018
H 2.60328 0.37568 -1.31698  0.261
H 3.91851 -0.77523 -1.03469  0.801
H 4.35852 -1.48933 0.96747  0.468
H 3.77489 -1.68227 3.37369  0.413
H 1.41692 -1.26018 4.05178  0.590
H -0.74513 -1.42371 3.38728  0.620
H -1.27978 -1.30326 1.72622  0.140
H 0.68672 1.76381 1.29943  0.477
H 2.11597 3.59504 1.91098  0.403
H 1.86605 4.71574 4.11548  0.366
H 0.17698 3.84769 5.71845  0.440
H -1.21664 1.91521 5.12226  0.363
H -2.05929 -1.38892 4.81360  0.321
H -4.01161 -1.28770 6.29671  0.329
H -5.55956 0.66255 6.16960  0.315
H -5.22695 2.45229 4.54877  0.272
H -2.90505 2.54065 3.53985  0.300
H 1.60004 -2.63849 -4.47651  0.392
H 2.60540 -2.32071 -6.70518  0.412
H 4.57922 -0.84073 -6.97910  0.384
H 5.55718 0.25929 -4.98850  0.401
H 4.58316 -0.08096 -2.78284  0.377
H 3.39069 -4.01999 -3.28869  0.198
H 3.54966 -6.16132 -2.13648  0.337
H 2.58626 -6.66346 -0.03721  0.261
H 0.83981 -5.58118 1.06177  0.362
H -0.45523 -3.70030 0.33603  0.376
N 0.14365 -4.06577 -2.71382  0.220
C 0.67583 -3.33958 -1.53251  0.693
N 0.00411 -2.04770 -1.68496  0.246
C -1.10574 -2.30628 -2.55477  0.774
N -1.04859 -3.49305 -3.08676  -1.205
C -2.10165 -1.29849 -2.74999  -0.067
C -3.34915 -1.58874 -3.30999  -0.523
N -4.31765 -0.71324 -3.49149  -0.798
C -4.04044 0.55729 -3.04137  -0.590
C -2.85028 0.89968 -2.48750  -0.354
N -1.81233 0.01989 -2.37382  0.046
H 0.09396 -5.06529 -2.59629  0.450
H 2.57368 -3.05841 -0.60324  0.114
H -3.54204 -2.61470 -3.60760  0.441
H -4.83299 1.28805 -3.14100  0.391
H -2.66120 1.90559 -2.12879  0.360
Cl 1.96659 7.46912 -3.02061  -0.283
C 1.25864 6.04946 -2.28980  0.432
C 1.57481 4.79513 -2.77973  -0.882
C 0.99118 3.68347 -2.20582  0.537
Cl 1.40386 2.11253 -2.83003  -0.025
C 0.06794 3.73929 -1.11666  -1.382
O -0.49433 2.73684 -0.56350  -0.157
C -0.18168 5.06795 -0.66339  0.606
Cl -1.27795 5.25358 0.66797  -0.229
C 0.38181 6.19330 -1.22793  -0.811
H 2.27097 4.67422 -3.59796  0.468
H 0.14164 7.17378 -0.84151  0.437
N -4.85828 0.38678 1.91197  -0.562
C -3.93415 1.43310 2.08576  -0.141
N -4.44474 2.62349 1.43974  -0.448
S -2.30367 0.96725 1.16227  0.208
H -4.46514 -0.48591 2.25226  0.304
H -5.06887 0.27848 0.92545  0.361
H -5.31584 2.87860 1.89356  0.364
H -3.78538 3.38867 1.54179  0.231



Copy entry 1 word for word.
Here is a 11-piece molecular cluster, C5H30NO12 overall in a non-equilibrium geometry from the Open Molecules 2025 dataset. Energies are from ωB97M-V/def2-TZVPD.

Computed properties:
E_LUMO	2.62	eV
net charge	-1

Last column: Mulliken charge in e.
Element x y z (Å)
O 2.35850 -0.14011 -1.84122  -0.732
C 1.43255 0.63768 -1.61068  0.230
N 1.04838 0.63009 -0.29950  0.549
C 1.50581 -0.28631 0.79169  -1.162
O 0.60668 -1.29267 0.93754  -0.493
C 0.70999 1.52817 -2.62906  -0.376
C -0.36008 2.50266 -2.08853  -0.278
C -1.75578 2.06082 -2.48673  -1.274
H 0.26057 1.20000 -0.01766  0.075
H 2.55674 -0.64857 0.57546  0.168
H 1.38209 0.43531 1.61673  0.460
H 1.63835 2.11999 -2.86140  0.182
H 0.33928 1.15374 -3.58546  0.559
H -0.13126 3.40870 -2.57709  0.342
H -0.34833 2.49338 -0.97732  0.107
H -2.55796 2.75542 -2.10267  0.343
H -1.93489 1.92142 -3.55840  0.404
H -2.08764 1.12211 -2.08116  0.275
H -0.97403 -1.34443 0.28273  0.237
H -1.82155 -1.78470 -0.77861  0.333
O -1.93749 -1.26973 0.03316  -0.716
H 2.14369 -2.94202 1.79523  0.276
H 1.43277 -2.64121 0.47064  0.362
O 2.06298 -3.31247 0.91121  -0.755
H 1.29348 -1.79786 -4.15551  0.353
H 0.08137 -1.08897 -3.51302  0.317
O 0.33022 -1.73488 -4.17857  -0.668
H -2.17710 -0.65357 3.04730  0.323
H -1.91190 -2.07872 3.58299  0.377
O -2.50735 -1.32692 3.69869  -0.726
H 3.30436 2.27716 1.62417  0.312
H 2.22055 3.27816 1.47737  0.316
O 3.14076 3.12281 1.18246  -0.635
H 0.51483 -3.48881 2.63061  0.372
H -0.11103 -2.11624 2.40690  0.252
O -0.05528 -2.84521 3.06424  -0.756
H -2.31180 2.04417 2.10977  0.353
H -2.27588 2.72788 0.78648  0.301
O -2.15534 2.91893 1.72478  -0.674
H -4.24096 -0.50481 1.89931  0.298
H -2.94794 -0.38832 0.96056  0.388
O -3.80822 0.01672 1.21988  -0.657
H -0.44059 0.50983 3.21727  0.381
H -0.30929 -0.35761 2.06820  0.079
O -0.95067 0.33690 2.40966  -0.475
H 3.03477 -2.92915 -1.27148  0.320
H 3.39610 -1.65466 -1.77610  0.397
O 3.31753 -2.57410 -2.13484  -0.662



- What is the formula in the first record?
  C5H30NO12